The following is a quantum chemistry calculation of a structure of composition C26H42BrN3P2PdS at a distorted geometry, from the OMol25 dataset.

Geometry as XYZ:
```
76
Properties=species:S:1:pos:R:3:forces:R:3
C -2.561796 -1.939129 -2.987196 -0.27 0.14 -0.21
H -3.725349 -4.028234 -0.167622 0.01 0.25 -0.09
H -2.975575 -1.271993 -3.750782 0.02 -0.17 -0.09
H -1.053850 4.121464 -5.517070 -0.01 -0.01 0.20
H -4.523484 1.786780 0.492775 0.11 0.14 -0.11
C -1.470992 2.304598 -1.032730 -0.64 2.05 1.34
C -0.602325 4.080117 -2.915890 -0.77 -2.96 2.28
H -3.294101 -2.734338 -2.839729 0.15 -0.12 0.09
C -0.424913 6.600643 -3.233988 -0.18 -0.53 -0.51
H 3.316695 0.805977 -0.775727 0.04 -0.05 -0.07
H 4.676969 -0.336526 -0.842607 -0.20 0.13 0.01
C 3.212700 -3.590059 1.859160 0.08 -0.35 0.30
C 2.316912 -2.472289 2.382559 0.04 -0.13 -0.18
H 4.255699 -3.270905 1.732744 -0.35 -0.08 -0.11
P 2.132844 -0.929901 1.369847 -0.26 0.64 -1.33
H -3.312138 -0.755965 -1.353521 0.22 0.07 0.01
C 2.732057 -1.257655 -0.378734 0.13 -0.80 0.01
N 1.377303 -0.651885 5.757279 0.23 -0.17 0.30
H -0.586606 2.008579 2.233268 -0.30 0.23 0.00
H 4.937391 -1.450058 2.718719 -0.07 0.09 -0.08
C -3.454913 1.964096 0.398377 0.45 0.09 0.39
H -1.642137 -2.358277 -3.394595 0.03 -0.08 0.10
C -1.088991 6.232024 -5.876979 0.19 -0.39 0.75
C 3.611399 -0.209848 -1.055923 0.09 0.05 -0.17
H -0.470894 8.684741 -3.813757 0.00 -0.14 -0.06
H -0.147919 6.835493 -2.205910 -0.14 -0.36 -0.23
C -1.265202 2.105990 1.391041 -0.83 0.49 0.85
C -0.637163 5.268230 -3.711276 0.27 0.52 -0.30
H -4.558749 -3.349271 1.219945 0.16 0.12 -0.23
H -2.091415 -3.161366 1.462192 0.06 0.27 -0.10
Pd -0.203533 1.238422 -2.286883 1.20 -2.22 -0.72
P -1.396033 -1.585677 -0.236651 0.41 -0.91 0.75
H 0.163590 -3.198647 0.574652 -0.01 0.39 -0.25
C -2.880562 2.104627 -0.867092 0.88 -0.24 -0.09
H 3.486072 -0.294050 -2.142560 0.12 0.07 0.15
H 3.216743 -4.404743 2.598147 0.04 0.05 -0.24
C 3.533917 0.056387 1.991311 0.29 -0.03 0.00
H 3.198654 -2.253937 -0.402998 0.04 0.21 -0.31
C 4.871778 -0.666565 1.958219 0.60 0.27 0.18
H 1.293445 -2.842744 2.541650 0.22 0.02 0.00
H 5.683658 0.040082 2.159022 0.05 -0.08 0.04
C -3.925551 -3.086070 0.357300 0.04 -0.21 0.09
H -1.359454 6.121131 -6.917573 0.01 0.10 -0.14
H -0.656050 -5.162495 -0.382696 -0.20 0.27 -0.28
H 2.847332 -4.011655 0.913510 0.10 0.14 0.16
S 0.511267 -0.032965 3.269269 -0.45 -0.35 2.13
C -2.673992 2.024598 1.592797 1.91 -0.27 -3.71
C -2.342027 -1.099456 -1.740428 0.50 0.42 -0.39
H -3.452675 2.010943 -1.789624 -0.22 0.14 0.40
H -2.908635 -1.611202 1.551481 -0.09 -0.26 0.00
H 0.647667 -2.546492 -0.991384 -0.20 -0.21 0.30
H 0.584504 -4.698450 -1.538354 -0.42 -0.01 0.09
H -0.927184 -1.606398 6.137205 0.02 0.40 -0.53
C -0.698623 2.380926 0.149694 -0.55 -1.05 0.10
H 3.273080 0.375903 3.007095 0.09 -0.05 -0.18
C -0.386796 -4.385273 -1.114106 -0.01 -0.40 -0.17
H 0.376870 2.523342 0.070722 -0.21 0.15 0.13
N -0.936871 7.460218 -5.407549 -0.06 0.86 -0.51
N -0.844963 -0.997806 5.318652 -0.28 -0.86 0.95
C 0.360858 -0.608699 4.866317 -0.36 1.30 -1.05
H 1.824407 -1.328091 -0.994972 0.30 0.06 0.38
H 1.165667 -0.729242 6.746871 0.16 0.03 -0.37
C -2.634399 -2.420862 0.857469 -0.57 0.19 0.52
H 3.563222 0.966253 1.381375 0.07 -0.09 0.12
H -1.619846 -0.981082 4.674830 0.19 0.01 -0.02
H -4.525780 -2.436699 -0.287940 0.15 -0.07 0.01
C -0.597731 7.654152 -4.138768 0.02 -1.02 0.35
C -0.929085 5.105017 -5.081759 -0.09 0.46 0.19
C -0.830348 3.031200 -2.228335 -0.52 4.50 -1.74
Br -3.453412 1.876281 3.233074 -0.41 -0.18 1.17
H 5.088005 -1.120123 0.985544 -0.12 0.02 0.23
C -0.182177 -3.021682 -0.457227 0.05 0.60 -0.54
H -1.114454 -4.375749 -1.933567 0.08 -0.06 0.21
H -1.806737 -0.144998 -2.032739 -0.64 -0.83 0.04
H 2.252970 -0.212880 5.501449 -0.37 -0.12 0.01
H 2.661754 -2.135778 3.371650 -0.05 -0.08 -0.25
```
Positions in Å, forces in eV/Å.

Output
- net charge = 0
- ΔE to the lowest compared entry with this formula, charge and spin (kcal per mole) = 0.0
- 2S+1 = 1

Here are the Löwdin charges for atoms 1 to 8, given in e:
1. C -0.15
2. H 0.06
3. H 0.07
4. H 0.11
5. H 0.10
6. C -0.37
7. C 0.04
8. H 0.06